Below is 10 unconnected molecules or ions with the total composition C52H134N10O16, with properties calculated with the ωB97M-V functional and the def2-TZVPD basis.

Results
SMILES: COC[C@H](C)N.COC[C@H](C)N.COC[C@H](C)N.COC[C@H](C)N.COCCNCCOC.COCCNCCOC.COCCNCCOC.COCCNCCOC.COCCNCCOC.COCCNCCOC
HOMO-LUMO gap, Eh: 0.3196
Energy above the lowest of the compared OMol25 structures with the same formula, charge and spin, kJ/mol: 448.35

The geometry in ORCA input format:
```
! RIJCOSX wB97M-V def2-TZVPD def2/J DEFGRID3
* xyz 0 1
O -2.71546 -2.63025 3.19218
O -0.88689 8.38305 6.01078
O -2.03369 -3.39707 -2.76419
O 1.32930 0.90097 -4.04371
O 1.97475 -3.21133 0.41955
O 5.40407 1.11256 0.92469
O -6.88646 -4.53139 -3.01444
O 6.22572 -2.51833 -4.19019
O -0.62197 -7.60300 -3.13534
O 3.84816 5.50393 1.91086
O -0.35139 1.59160 0.49627
O -3.07712 2.20639 5.50143
O 5.39502 3.15154 -6.03114
O -2.93338 4.19311 1.09503
O 2.46769 -3.51567 6.83713
O -4.87097 3.02708 -3.10999
N 0.61538 2.50913 5.43939
N 3.45150 -1.15697 -2.09467
N -5.10449 2.40030 -0.03533
N 0.67611 -3.31053 4.40006
N 3.19129 3.07756 -4.36354
N 3.04458 2.69979 1.29561
N 0.54832 6.18670 4.63767
N -4.88164 -6.20366 -4.29855
N -0.74809 -1.81640 -0.53869
N 0.34689 -4.31138 -4.55281
C 3.23927 1.30847 1.83643
C 2.26381 -4.34019 1.22262
C -4.65898 1.77628 -2.44283
C 1.78565 -2.38777 4.77498
C -7.28221 -6.99441 -4.66510
C 4.11166 0.49464 0.93382
C -0.42330 -0.75382 0.37537
C 5.53695 -2.03415 -3.03741
C 0.29789 8.28540 3.27869
C -3.90680 1.93869 0.58960
C 6.43637 0.25718 0.49070
C 4.97319 1.93343 -5.40821
C -1.72855 2.32975 6.00396
C -1.38597 9.40689 6.83767
C 1.73528 -6.13722 -3.52578
C -0.38124 2.87861 -0.09912
C 0.50605 8.34081 5.84553
C -3.42168 2.94175 1.64555
C 0.94916 2.20388 -3.78887
C -6.93883 -3.22627 -2.56527
C -3.79330 1.10372 5.99285
C -6.22240 -5.90633 -4.90253
C 2.13975 3.07924 -3.35032
C 0.40974 -5.74139 -4.23307
C 6.06716 2.93974 -7.28785
C 0.26658 0.02970 -4.09430
C 3.99976 -1.88059 -3.22884
C -6.73323 -4.57741 -4.40914
C 0.91986 7.59828 4.51669
C 3.91869 6.83010 2.38963
C -3.65716 -3.43231 2.41135
C -3.03901 -3.02168 -3.71933
C -1.63542 -3.46957 3.65397
C -0.81619 0.99659 4.02162
C -2.28264 5.04279 2.06443
C -1.68415 -8.16724 -2.34985
C -4.44989 3.17419 -4.46112
C 4.31693 2.26014 -4.08567
C 3.32423 -4.54454 7.35715
C 2.52298 4.97360 2.01884
C -0.49846 -2.55513 4.05422
C -2.18970 -2.05304 -0.63889
C -0.71355 -6.19529 -3.35304
C -0.72347 2.29512 4.79758
C 6.65469 -1.50738 -5.02497
C -2.44478 -3.35770 -1.44138
C 2.38155 -1.91912 -1.50959
C -0.49307 0.54947 -0.42608
C 2.80476 -3.15501 -0.74866
C 2.90822 -3.21626 5.47883
C -5.56010 1.67493 -1.16602
C 2.52706 3.49823 2.35031
H 4.96001 7.05165 2.32319
H -3.60497 1.55151 -2.24013
H -3.02224 5.46476 2.80676
H -2.99643 1.90163 -0.09749
H 2.67643 -4.12026 -1.25745
H 7.24108 -0.66804 -4.58868
H -3.65844 -2.26257 -3.30060
H 0.84274 9.24484 3.06758
H -0.63090 -5.71130 -2.32993
H -1.48744 0.61063 -0.87922
H -1.84970 0.65481 3.97843
H 2.16526 -1.95300 3.84117
H 7.37045 0.89679 0.51992
H 2.52279 2.75287 -2.36802
H -5.58560 0.65056 -0.74367
H 3.55965 -2.84078 -3.23995
H -6.05315 -3.77716 -4.72022
H 2.57908 -5.54903 -3.96346
H 0.62771 2.63961 -4.75139
H -1.11429 -0.66674 1.22000
H -0.26150 -2.67347 -0.34228
H 1.46657 2.48845 4.85561
H 2.19918 0.90879 1.91530
H 1.93880 -7.15635 -3.77831
H -3.87084 1.11896 7.05399
H 0.37551 -3.71244 -3.69501
H -7.69995 -4.44322 -4.86666
H 1.62085 -4.22453 2.11366
H -0.59521 -4.20039 -4.94595
H 2.16961 -5.26805 0.64656
H 1.98389 5.40247 2.83807
H -2.62410 -2.21631 0.36407
H -3.50474 -3.57415 -1.26653
H -2.58173 -2.63054 -4.61055
H 3.35276 -4.27336 1.56112
H -1.86620 5.81908 1.40969
H 0.60235 -0.87717 0.74061
H 3.19540 3.34337 3.25461
H 6.26642 0.03245 -0.61894
H 1.62779 -6.00402 -2.45600
H 1.52050 3.13905 2.60125
H -4.96258 3.39049 -0.27770
H -1.70510 -9.22118 -2.41884
H -1.33728 -4.14819 2.82911
H -1.45508 -7.92723 -1.32537
H -1.89475 -4.15718 -0.86046
H 0.70428 -0.91755 -4.44812
H 0.15398 2.25365 -3.02649
H 3.09983 -0.24493 -2.30033
H -3.99346 -4.19436 3.09132
H 6.90863 2.26418 -7.13183
H -5.02323 4.02965 -4.77383
H -7.02422 -7.96798 -5.08273
H 3.76391 0.35515 -0.06068
H 3.28864 -5.53701 6.79894
H -0.29851 0.17174 4.47487
H -6.82550 -3.23754 -1.43268
H 0.68466 3.32542 6.05646
H 1.47763 -1.53254 5.45532
H -4.97181 -6.16501 -3.28145
H -5.08322 1.00411 -3.07637
H -4.65874 2.25704 -5.07244
H -6.61280 1.95627 -1.49261
H -1.29628 3.07559 -0.67653
H 6.48686 3.91987 -7.51580
H -2.66847 -7.58631 -2.67529
H 3.89000 3.09540 0.96529
H 3.87661 -3.18620 -0.44614
H -4.39619 -2.69149 2.08661
H 5.83676 1.27401 -5.30977
H 0.47132 -3.91545 5.22264
H -6.14583 -2.59781 -3.04644
H 5.82480 -1.06424 -5.56997
H -4.81807 1.27479 5.52810
H -1.13111 10.37149 6.36898
H 0.49164 7.71478 2.34931
H 3.79408 -2.64842 5.56312
H -3.42690 0.10675 5.71698
H 1.04046 5.71573 5.38233
H 1.02723 9.33580 5.92191
H 0.50865 3.04280 -0.77677
H 1.03734 7.74573 6.65566
H -4.52535 -7.06806 -4.61969
H -0.86236 9.35708 7.80767
H 3.03403 -4.86852 8.37726
H 4.13218 -0.43259 1.47770
H -8.22868 -6.70411 -5.05032
H -0.72954 8.41631 3.43754
H 1.97708 7.59322 4.41181
H 3.69569 1.28367 2.81278
H -2.43702 9.30876 6.91768
H -4.11152 0.93902 1.08819
H -0.37733 3.58080 0.74659
H -7.89470 -2.65534 -2.67344
H -3.36827 3.31103 -4.58172
H -6.11709 -5.82968 -5.98946
H -1.73932 -6.09313 -3.81049
H 5.06663 2.72014 -3.43416
H 0.20764 -6.22565 -5.16310
H 3.61628 6.90493 3.45578
H -0.85801 -1.98181 4.89635
H -1.93387 -4.07831 4.52882
H -0.42941 1.06944 3.02463
H -0.12702 -0.16522 -3.10172
H 3.45769 4.00901 -4.76744
H 5.73187 -2.71077 -2.21158
H 1.79138 4.13050 -3.26976
H 1.61109 -2.08884 -2.21240
H -3.09235 -3.95480 1.64164
H 6.48944 -0.70951 1.07034
H -4.23173 3.12070 2.45553
H 4.34817 -4.19922 7.40911
H 7.27035 -2.01215 -5.79138
H -1.49706 4.54984 2.65148
H 3.90615 1.38328 -3.57990
H 5.42066 2.59973 -8.12683
H -1.43730 1.62321 6.78250
H 5.93727 -1.03035 -2.72678
H 4.19130 1.44197 -6.08641
H -0.29923 -1.88428 3.20811
H -7.31684 -7.25219 -3.58623
H 1.97986 5.02486 1.05014
H 2.99294 -4.13549 4.92205
H -2.65360 -1.15061 -1.10840
H -0.47357 6.09333 4.63571
H 3.39435 7.53057 1.73666
H 2.01122 -1.25064 -0.71744
H -3.58913 -3.91958 -4.11481
H 0.30152 0.56401 -1.16846
H 3.80754 -1.47449 -4.23160
H -0.55135 0.49117 -4.70677
H -2.59444 2.46939 2.21965
H -1.67886 3.34267 6.49022
H -1.05326 3.10210 4.16758
*
```

Atomic partial charges in e from the Mulliken method, atoms 1 to 2: atom 1 (O): -0.158, atom 2 (O): -0.220